A 10-piece molecular cluster, C42H112B3F12N7O14 overall, computed with wB97M-V/def2-TZVPD.

E_LUMO	-6.76	eV
energy above the lowest of the compared OMol25 structures with the same formula, charge and spin	108.9	kcal/mol
2S+1	1
gap between HOMO and LUMO	0.2383	hartree
charge	+4
HOMO energy	-13.248	eV
E_tot	-119075.844	eV

Element x y z (Å)
1 C 4.49794 7.60859 15.08962
2 O 4.83933 7.20679 13.79268
3 C 4.55555 8.08400 12.71400
4 C 4.37558 7.19918 11.46345
5 N 3.39623 5.97539 11.78294
6 H 3.78261 5.59379 12.63452
7 H 2.47788 6.32267 12.01978
8 C 3.30721 4.89186 10.71346
9 C 2.35392 5.16300 9.58852
10 O 2.40375 6.55563 9.19198
11 C 3.26289 6.66167 8.01585
12 H 3.46990 7.93851 15.23919
13 H 5.06951 8.47920 15.41127
14 H 4.57506 6.78356 15.79776
15 H 5.24482 8.90190 12.50415
16 H 3.54543 8.44751 12.90279
17 H 5.31144 6.75123 11.12933
18 H 3.91313 7.73021 10.63143
19 H 2.90642 4.13673 11.38966
20 H 4.27395 4.59270 10.30847
21 H 1.38654 5.01570 10.06870
22 H 2.27783 4.51059 8.71865
23 H 3.33986 7.68269 7.64209
24 H 2.95193 5.94643 7.25439
25 H 4.24796 6.32508 8.33900
26 C 4.15059 -1.48446 -2.14042
27 O 3.01945 -1.48822 -1.34573
28 C 2.04896 -2.49800 -1.48533
29 C 0.76341 -2.01206 -0.70927
30 N 1.15904 -2.05735 0.81751
31 H 1.50131 -2.99323 0.98206
32 H 1.84305 -1.37337 1.10804
33 C -0.02309 -1.78414 1.74801
34 C -0.06212 -0.27626 2.00618
35 O 0.07880 0.39375 0.71824
36 C 0.39983 1.74497 0.89139
37 H 3.80636 -1.28820 -3.15585
38 H 4.74084 -2.39784 -2.06670
39 H 4.92069 -0.77240 -1.84372
40 H 2.41747 -3.41157 -1.01879
41 H 1.65593 -2.78689 -2.46011
42 H -0.04989 -2.73135 -0.80545
43 H 0.48422 -1.03337 -1.09954
44 H 0.04368 -2.44174 2.61473
45 H -0.98008 -2.06359 1.30734
46 H 0.76849 -0.05862 2.67762
47 H -0.93985 0.05611 2.56044
48 H 0.55752 2.26637 -0.05273
49 H 1.22818 1.75305 1.59981
50 H -0.38160 2.26578 1.44477
51 C -6.92618 -8.30626 -1.01109
52 O -7.42451 -6.98076 -1.25747
53 C -6.60017 -5.99568 -1.93615
54 C -7.41307 -5.10770 -2.87714
55 N -8.53396 -5.87005 -3.64683
56 H -9.11546 -6.48334 -3.09380
57 H -9.17855 -5.14367 -3.92426
58 C -7.99728 -6.79981 -4.83683
59 C -9.03522 -7.66138 -5.38570
60 O -9.75306 -8.51546 -4.39549
61 C -8.93260 -9.55428 -3.85472
62 H -6.33409 -8.70104 -1.83674
63 H -7.70725 -9.02575 -0.76543
64 H -6.26547 -8.28345 -0.14446
65 H -5.73359 -6.31690 -2.51405
66 H -6.13587 -5.42608 -1.13111
67 H -6.80311 -4.66568 -3.66496
68 H -8.08473 -4.52233 -2.24919
69 H -7.17979 -7.34530 -4.36539
70 H -7.45149 -6.15394 -5.52463
71 H -8.49982 -8.21878 -6.15431
72 H -9.69317 -7.06800 -6.02059
73 H -8.45168 -10.22455 -4.56715
74 H -9.53448 -10.17598 -3.19188
75 H -8.09763 -9.15561 -3.27855
76 C 8.71270 -3.37679 0.40080
77 O 8.92281 -2.20848 1.19205
78 C 8.58754 -2.28134 2.57158
79 C 8.67119 -0.85638 3.12457
80 N 8.11498 0.22188 2.14665
81 H 8.70829 0.42043 1.35377
82 H 7.24303 -0.13888 1.78659
83 C 7.89729 1.55810 2.80858
84 C 7.48695 2.61494 1.78863
85 O 6.32295 2.16022 1.07478
86 C 5.83855 2.91718 0.01722
87 H 8.81245 -3.31157 -0.68267
88 H 7.66866 -3.60005 0.62044
89 H 9.31977 -4.20229 0.77247
90 H 9.28691 -2.98078 3.02958
91 H 7.60733 -2.71427 2.77123
92 H 9.72424 -0.57544 3.10886
93 H 8.17801 -0.74703 4.09044
94 H 8.85747 1.78630 3.27127
95 H 7.15858 1.47706 3.60597
96 H 8.33296 2.70371 1.10711
97 H 7.38804 3.59797 2.24901
98 H 6.41135 3.07719 -0.89623
99 H 5.46701 3.83757 0.46769
100 H 4.93495 2.40987 -0.32078
101 C -4.99532 2.93164 -3.10803
102 O -3.74874 2.95343 -3.76611
103 C -3.34471 1.71610 -4.36200
104 C -2.07700 2.02319 -5.23313
105 N -2.53514 3.03290 -6.37559
106 H -3.35248 3.52912 -6.05027
107 H -1.85130 3.76966 -6.47396
108 C -3.01146 2.43793 -7.65611
109 C -1.85684 1.87880 -8.51047
110 O -0.84962 2.93400 -8.59610
111 C 0.55588 2.57068 -8.83336
112 H -5.70667 3.40117 -3.78746
113 H -4.91353 3.51835 -2.19306
114 H -5.31882 1.92703 -2.83561
115 H -4.17214 1.30944 -4.94347
116 H -3.05119 1.01765 -3.57835
117 H -1.81063 1.10730 -5.76066
118 H -1.19217 2.30054 -4.66020
119 H -3.58896 3.09569 -8.30569
120 H -3.74277 1.66902 -7.40703
121 H -2.21707 1.65141 -9.51378
122 H -1.42435 0.97652 -8.07812
123 H 0.83720 1.82336 -8.09142
124 H 1.19601 3.44932 -8.75400
125 H 0.80611 2.30662 -9.86087
126 C -0.08832 9.06703 3.40736
127 O -1.16260 8.43669 4.12010
128 C -2.15169 9.37148 4.59448
129 C -1.85266 10.03660 5.87331
130 N -1.59424 9.01230 7.04458
131 H -1.28021 8.10499 6.73107
132 H -0.81492 9.33335 7.60108
133 C -2.76654 8.85512 8.02690
134 C -2.89808 7.30931 8.27017
135 O -2.61625 6.47029 7.08370
136 C -3.16916 5.19235 7.11706
137 H 0.53038 9.63888 4.09895
138 H -0.37970 9.72086 2.58535
139 H 0.63155 8.35127 3.01041
140 H -2.98977 8.72574 4.85667
141 H -2.55881 10.06591 3.85954
142 H -2.41279 10.90758 6.21354
143 H -0.84322 10.44768 5.86106
144 H -3.61738 9.30261 7.51319
145 H -2.50211 9.40871 8.92785
146 H -3.84134 6.98294 8.70816
147 H -2.14540 6.93905 8.96622
148 H -4.04056 4.91841 7.71182
149 H -2.29466 4.56786 7.29966
150 H -3.34801 4.85876 6.09490
151 C -2.99697 -5.04604 -12.24507
152 O -2.28823 -6.23322 -11.96705
153 C -3.17697 -7.04353 -11.16794
154 C -2.38760 -7.88954 -10.10037
155 N -1.36007 -6.99495 -9.48084
156 H -0.79789 -6.60771 -10.22523
157 H -1.78003 -6.13204 -9.16601
158 C -0.50814 -7.40896 -8.25660
159 C 0.66260 -6.46517 -8.06663
160 O 1.33332 -6.46527 -9.31376
161 C 2.50079 -5.75642 -9.38443
162 H -3.90527 -5.28689 -12.79742
163 H -2.39553 -4.46026 -12.94023
164 H -3.17063 -4.46796 -11.33745
165 H -3.67915 -7.77180 -11.80474
166 H -3.95939 -6.52165 -10.61695
167 H -1.90640 -8.74644 -10.57183
168 H -2.99547 -8.24123 -9.26675
169 H -0.28741 -8.40735 -8.63420
170 H -1.12413 -7.54134 -7.36716
171 H 1.32371 -6.74700 -7.24710
172 H 0.46560 -5.44599 -7.73416
173 H 2.85226 -5.68593 -10.41380
174 H 3.29597 -6.11209 -8.72923
175 H 2.38572 -4.68567 -9.21600
176 B 1.76292 -7.64490 1.06377
177 F 0.81786 -7.17470 0.11876
178 F 3.09680 -7.56926 0.60200
179 F 1.60165 -6.87522 2.20938
180 F 1.57593 -9.04306 1.30101
181 B -3.02703 -3.29978 -6.63193
182 F -3.40097 -4.60802 -6.47819
183 F -4.21948 -2.57256 -6.74168
184 F -2.36003 -2.86178 -5.57750
185 F -2.31299 -3.20395 -7.77027
186 B 3.68664 -1.26847 6.10211
187 F 3.75288 -0.66251 4.85918
188 F 3.68224 -0.38286 7.14547
189 F 2.43958 -1.90853 6.28881
190 F 4.68589 -2.23593 6.24990

Results of the Löwdin charge analysis, in e, for atoms 1 through 8: atom 1 (C): -0.09, atom 2 (O): -0.20, atom 3 (C): -0.18, atom 4 (C): -0.03, atom 5 (N): 0.10, atom 6 (H): 0.16, atom 7 (H): 0.17, atom 8 (C): -0.08

***

A 10-piece molecular cluster, C42H112N8O14 overall, computed with wB97M-V/def2-TZVPD.

E_LUMO	0.14	eV
SMILES string	COC[C@H](C)N.COC[C@H](C)N.COC[C@H](C)N.COC[C@H](C)N.COCCNCCOC.COCCNCCOC.COCCNCCOC.COCCNCCOC.CO.CO
2S+1	1
gap between HOMO and LUMO	0.3215	hartree
charge	0
HOMO energy	-8.613	eV
E_tot	-85942.350	eV

Element x y z (Å)
1 C -0.59656 -8.22322 -7.71907
2 O -0.42045 -8.94959 -6.53610
3 C -0.05682 -8.27679 -5.30213
4 C 0.35834 -9.33617 -4.19658
5 C 0.92297 -8.61254 -2.98638
6 N 1.24933 -10.32871 -4.80270
7 H -1.31798 -8.68885 -8.39052
8 H 0.35088 -8.12265 -8.24854
9 H -0.98880 -7.24112 -7.45498
10 H 0.81854 -7.64504 -5.45295
11 H -0.89865 -7.67329 -4.96268
12 H -0.60500 -9.77005 -3.92859
13 H 0.15355 -7.92740 -2.63048
14 H 1.66496 -7.89698 -3.34068
15 H 1.42275 -9.20910 -2.22321
16 H 0.59560 -10.92879 -5.28503
17 H 1.60843 -10.93738 -4.08113
18 C 7.24174 -5.20801 -4.39908
19 O 7.04325 -3.89260 -3.85051
20 C 7.55578 -3.68222 -2.56057
21 C 7.45574 -2.17146 -2.36021
22 C 8.67119 -1.48025 -2.87469
23 N 7.23984 -1.87908 -0.90065
24 H 7.22472 -5.92754 -3.58050
25 H 8.18461 -5.22583 -4.94570
26 H 6.40107 -5.39277 -5.06783
27 H 6.94406 -4.29019 -1.89404
28 H 8.53007 -4.12042 -2.34413
29 H 6.55072 -1.81610 -2.85291
30 H 8.75900 -0.44109 -2.55760
31 H 8.61672 -1.58238 -3.95853
32 H 9.53497 -2.09497 -2.62152
33 H 8.02698 -2.24140 -0.38178
34 H 6.44541 -2.41873 -0.58799
35 C -5.05000 2.84236 0.13859
36 O -5.45952 2.29421 1.39719
37 C -5.54877 3.44130 2.31970
38 C -5.81020 2.79911 3.70125
39 C -4.78223 1.73409 4.15328
40 N -7.16926 2.32995 3.73123
41 H -4.04563 3.24420 0.27225
42 H -5.61837 3.68914 -0.24614
43 H -5.02233 2.13426 -0.68962
44 H -4.62883 4.01928 2.40779
45 H -6.29275 4.13767 1.93285
46 H -5.72778 3.50532 4.52743
47 H -3.77410 2.13802 4.24609
48 H -4.71229 0.81639 3.56930
49 H -5.17225 1.41469 5.11970
50 H -7.43282 1.89751 2.85737
51 H -7.35116 1.61041 4.41627
52 C -0.48656 -4.61134 1.16817
53 O 0.01504 -3.40228 0.64721
54 C -0.38529 -3.15349 -0.70396
55 C 0.56388 -2.26638 -1.57162
56 C -0.14478 -1.97908 -2.93036
57 N 1.70228 -3.15784 -1.91480
58 H -0.18504 -4.79154 2.20002
59 H -0.16612 -5.46629 0.57278
60 H -1.57127 -4.70311 1.11261
61 H -0.67788 -4.08565 -1.18725
62 H -1.35299 -2.67373 -0.55735
63 H 0.84278 -1.39198 -0.98362
64 H 0.63708 -1.58449 -3.57929
65 H -0.97067 -1.27144 -2.85790
66 H -0.44663 -2.90455 -3.42075
67 H 2.07364 -3.64298 -1.11054
68 H 2.43469 -2.55581 -2.26298
69 C 0.30508 -4.77310 8.78304
70 O -0.25152 -6.04908 9.08980
71 C -1.65561 -5.87723 9.37031
72 C -2.54825 -5.21277 8.32009
73 N -3.88118 -5.56941 8.61691
74 C -4.73333 -5.26070 7.50051
75 C -6.15100 -5.16084 8.13574
76 O -7.08085 -4.61420 7.25398
77 C -8.39803 -5.07631 7.52698
78 H 0.04559 -4.60453 7.73789
79 H 1.37364 -4.79909 8.99663
80 H -0.11970 -4.02658 9.45413
81 H -1.92751 -5.34737 10.28322
82 H -2.03525 -6.87554 9.58791
83 H -2.24525 -5.47155 7.30553
84 H -2.49745 -4.13036 8.43807
85 H -3.84409 -6.56830 8.76168
86 H -4.68538 -6.13836 6.85590
87 H -4.60214 -4.30847 6.98657
88 H -6.10119 -4.54692 9.03503
89 H -6.44060 -6.13516 8.52936
90 H -8.98962 -5.24519 6.62721
91 H -8.76913 -4.27810 8.16983
92 H -8.54954 -6.07608 7.93393
93 C 2.66051 5.65047 -2.14878
94 O 2.20074 6.97527 -1.98740
95 C 2.01858 7.41143 -0.63967
96 C 1.65233 8.87427 -0.67909
97 N 0.29410 9.11600 -1.31753
98 C -0.01796 10.56529 -1.44868
99 C 0.72746 11.15808 -2.65922
100 O 0.24715 12.41743 -3.00443
101 C 1.03861 13.05364 -4.00497
102 H 2.93852 5.56521 -3.19928
103 H 1.84759 4.97877 -1.87297
104 H 3.55530 5.43021 -1.56659
105 H 2.93419 7.31785 -0.05572
106 H 1.22428 6.80897 -0.19896
107 H 2.44774 9.43919 -1.16518
108 H 1.64426 9.18210 0.36651
109 H 0.28522 8.65360 -2.21542
110 H 0.25236 11.08557 -0.52980
111 H -1.08295 10.70955 -1.63054
112 H 0.80808 10.46639 -3.49777
113 H 1.79064 11.18411 -2.42035
114 H 0.53012 13.88772 -4.48855
115 H 1.06908 12.37844 -4.86012
116 H 2.01340 13.40682 -3.66858
117 C 4.94946 7.32969 6.15698
118 O 4.59853 6.13350 6.79214
119 C 4.14169 6.16052 8.16600
120 C 3.94947 4.77903 8.71913
121 N 3.04209 3.96936 7.95171
122 C 2.78208 2.56072 8.39170
123 C 2.05335 1.91392 7.23920
124 O 2.67734 2.05655 6.00671
125 C 1.80434 1.86151 4.90332
126 H 5.96087 7.63504 6.42513
127 H 4.22693 8.10415 6.41441
128 H 4.96116 7.17795 5.07766
129 H 3.22892 6.75402 8.21799
130 H 4.73402 6.76601 8.85202
131 H 3.43927 4.84492 9.68010
132 H 4.85265 4.16938 8.74540
133 H 3.50084 4.05556 7.05604
134 H 2.11217 2.66152 9.24561
135 H 3.63473 1.95755 8.70359
136 H 1.07425 2.38207 7.13780
137 H 1.80298 0.86931 7.42412
138 H 2.49106 1.82119 4.05782
139 H 1.08417 2.66929 4.77314
140 H 1.31742 0.90043 5.06868
141 C -2.29879 -0.08312 -12.43353
142 O -1.92216 0.50908 -11.22503
143 C -2.56898 0.10283 -10.10064
144 C -2.03545 1.06363 -9.02886
145 N -2.43889 2.43916 -9.21388
146 C -1.70737 3.41632 -8.40016
147 C -2.21852 3.59306 -6.86770
148 O -1.84730 4.79954 -6.19215
149 C -2.68118 5.92263 -6.61889
150 H -2.22182 -1.16996 -12.46453
151 H -1.65382 0.21773 -13.25912
152 H -3.35607 -0.05640 -12.69725
153 H -2.31482 -0.92037 -9.82394
154 H -3.61974 0.29548 -10.31719
155 H -0.95400 0.99076 -8.91373
156 H -2.45681 0.77795 -8.06505
157 H -2.45889 2.76053 -10.17118
158 H -1.77132 4.40277 -8.85943
159 H -0.62933 3.26220 -8.35340
160 H -1.66509 2.77267 -6.41079
161 H -3.26679 3.32452 -6.73686
162 H -3.70519 5.72363 -6.93497
163 H -2.18003 6.46258 -7.42226
164 H -2.73787 6.69408 -5.85094
165 C -5.27660 -4.05081 -3.07130
166 O -6.25847 -4.57293 -2.21391
167 H -4.53600 -4.79160 -3.37270
168 H -5.75900 -3.73813 -3.99738
169 H -4.73927 -3.19934 -2.65371
170 H -6.56778 -3.85075 -1.66219
171 C 4.80498 -3.10597 3.64230
172 O 4.17847 -3.49099 2.39776
173 H 5.58313 -3.79453 3.97164
174 H 5.28625 -2.13014 3.57705
175 H 4.07489 -3.09782 4.45162
176 H 3.23196 -3.35610 2.48460

Results of the Löwdin charge analysis, in e, for atoms 1 through 8: atom 1 (C): -0.12, atom 2 (O): -0.21, atom 3 (C): -0.16, atom 4 (C): -0.44, atom 5 (C): -0.07, atom 6 (N): 0.04, atom 7 (H): 0.08, atom 8 (H): 0.08